Entry from OMol25: a cluster of 5 separate species, C41H82BN2O9PS in total (the ωB97M-V functional and the def2-TZVPD basis).

SMILES: COCCCCCCCCCCCN1C(=O)c2c(C)c(B(O)N(C)C)c([PH2]=S)c(CCO)c2C1=O.CCOCC.CCOCC.CCOCC.CCOCC
Total energy, eV: -86046.1510
2S+1: 1
HOMO level, eV: -8.517
Lowest unoccupied orbital energy, eV: -1.20
Charge: 0

Each line ends with the Mulliken charge.
Positions of all 137 atoms, in Å:
C 15.365 -3.027 0.787  -0.62
O 13.935 -2.842 1.006  -0.34
C 13.629 -1.455 1.319  -0.38
C 12.732 -1.464 2.664  -0.68
C 11.144 -1.488 2.384  -0.69
C 10.615 -0.258 1.495  -0.34
C 9.914 0.896 2.387  -0.65
C 9.133 1.965 1.438  -0.65
C 7.740 2.471 2.111  -0.53
C 6.636 2.831 0.974  -0.58
C 5.718 1.514 0.703  -0.51
C 4.401 1.900 -0.182  -0.48
C 3.065 1.252 0.451  -0.64
N 1.842 1.496 -0.401  0.26
C 0.825 2.354 0.268  -0.33
O 0.821 3.597 0.372  -0.55
C -0.215 1.247 0.759  0.38
C -1.342 1.282 1.814  0.23
C -1.555 2.675 2.603  -1.32
C -2.223 0.006 2.082  0.49
B -3.417 0.062 3.218  0.63
O -3.013 0.606 4.505  -0.67
N -4.760 -0.467 2.886  0.26
C -5.368 0.181 1.683  -0.97
C -5.682 -0.510 4.058  -1.01
C -1.984 -1.334 1.290  0.36
P -3.016 -2.893 1.510  0.46
S -2.503 -3.947 3.085  -0.45
C -0.809 -1.410 0.236  0.48
C -0.424 -2.710 -0.601  -0.65
C 0.055 -3.902 0.403  -0.54
O -0.846 -5.040 0.294  -0.44
C 0.002 -0.116 0.040  -0.39
C 1.213 0.253 -0.920  -0.45
O 1.610 -0.317 -1.973  -0.60
H 15.556 -4.152 0.971  0.22
H 15.676 -2.697 -0.266  0.24
H 15.973 -2.457 1.568  0.30
H 13.102 -0.983 0.423  0.26
H 14.562 -0.833 1.561  0.30
H 12.996 -0.604 3.386  0.34
H 12.975 -2.442 3.218  0.31
H 10.838 -2.491 1.921  0.34
H 10.627 -1.448 3.415  0.32
H 9.807 -0.662 0.795  0.26
H 11.429 0.261 0.877  0.25
H 9.211 0.383 3.125  0.33
H 10.735 1.455 2.967  0.18
H 9.823 2.861 1.210  0.31
H 8.895 1.468 0.426  0.33
H 7.374 1.609 2.764  0.29
H 7.984 3.388 2.750  0.31
H 5.993 3.741 1.282  0.33
H 7.239 3.099 0.032  0.28
H 5.400 1.134 1.731  0.36
H 6.342 0.743 0.112  0.16
H 4.598 1.460 -1.226  0.24
H 4.315 3.049 -0.244  0.26
H 2.903 1.704 1.498  0.34
H 3.149 0.116 0.588  0.36
H -2.514 3.173 2.205  0.26
H -0.668 3.386 2.412  0.23
H -1.596 2.521 3.739  0.28
H -2.765 -0.169 5.066  0.33
H -4.636 0.769 1.033  0.33
H -6.253 0.866 1.927  0.37
H -5.769 -0.670 1.007  0.24
H -5.530 0.318 4.827  0.29
H -6.782 -0.445 3.721  0.34
H -5.582 -1.536 4.574  0.29
H -4.432 -2.621 1.671  0.07
H -2.935 -3.650 0.273  0.11
H -1.208 -3.049 -1.353  0.35
H 0.520 -2.432 -1.205  0.27
H 1.099 -4.299 0.101  0.35
H 0.082 -3.538 1.491  0.29
H -0.577 -5.641 -0.429  0.30
C 1.007 9.393 -1.146  -1.02
C 2.231 9.076 -0.305  -0.31
O 1.938 8.876 1.072  -0.42
C 1.046 7.811 1.377  -0.61
C 1.542 6.450 0.920  -0.36
H 0.497 10.281 -0.761  0.29
H 1.297 9.579 -2.184  0.38
H 0.286 8.574 -1.142  0.26
H 2.922 9.922 -0.353  0.33
H 2.773 8.213 -0.705  0.29
H 0.051 8.024 0.973  0.33
H 0.939 7.799 2.465  0.35
H 1.656 6.400 -0.164  0.24
H 0.841 5.669 1.218  0.02
H 2.519 6.232 1.362  0.27
C -8.658 -0.351 -3.773  -0.91
C -7.437 -0.667 -2.928  -0.19
O -7.735 -0.868 -1.550  -0.41
C -8.626 -1.933 -1.247  -0.34
C -8.126 -3.293 -1.701  -0.99
H -9.170 0.536 -3.389  0.27
H -8.364 -0.165 -4.809  0.25
H -9.379 -1.171 -3.771  0.34
H -6.747 0.179 -2.974  0.11
H -6.893 -1.531 -3.326  0.30
H -9.620 -1.722 -1.654  0.32
H -8.736 -1.944 -0.159  0.36
H -8.010 -3.344 -2.786  0.26
H -8.829 -4.076 -1.404  0.39
H -7.150 -3.510 -1.257  0.23
C -5.823 1.818 -8.848  -1.09
C -6.892 1.434 -7.841  -0.34
O -6.379 1.173 -6.539  -0.37
C -5.701 2.247 -5.902  -0.35
C -6.567 3.478 -5.698  -1.04
H -5.064 1.035 -8.918  0.29
H -6.267 1.965 -9.836  0.39
H -5.314 2.743 -8.570  0.26
H -7.376 0.512 -8.173  0.32
H -7.680 2.194 -7.791  0.34
H -4.786 2.494 -6.448  0.33
H -5.383 1.875 -4.924  0.34
H -6.904 3.901 -6.646  0.27
H -6.008 4.253 -5.166  0.39
H -7.459 3.227 -5.117  0.26
C -4.060 -7.626 1.141  -1.06
C -4.972 -6.713 1.941  0.30
O -6.340 -6.795 1.556  -0.38
C -6.955 -8.069 1.689  -0.35
C -6.957 -8.599 3.112  -1.01
H -4.141 -7.406 0.073  0.28
H -3.020 -7.489 1.450  0.35
H -4.314 -8.679 1.278  0.34
H -4.666 -5.677 1.777  -0.37
H -4.871 -6.896 3.017  0.26
H -6.494 -8.785 1.002  0.31
H -7.991 -7.949 1.357  0.33
H -5.945 -8.751 3.492  0.26
H -7.480 -9.558 3.161  0.38
H -7.456 -7.893 3.783  0.28

Entry from OMol25: a cluster of 14 separate species, C41H85N14O36S in total (the ωB97M-V functional and the def2-TZVPD basis).

Total energy, eV: -149245.4579
2S+1: 1
HOMO level, eV: -4.589
Lowest unoccupied orbital energy, eV: 0.37
Charge: -1

Each line ends with the Mulliken charge.
Positions of all 177 atoms, in Å:
C 2.301 3.331 -2.655  -0.62
C 0.656 3.074 -2.637  0.11
C 0.293 1.502 -2.339  -0.20
C 0.603 1.156 -0.755  0.49
O -0.588 1.157 0.108  0.02
C -0.688 2.370 0.933  1.26
C -1.944 3.303 0.394  -0.59
C -2.939 3.791 1.607  0.79
C -4.074 4.793 0.900  -0.64
C -5.392 3.874 0.453  -0.05
O -5.083 2.996 -0.686  -0.29
C -5.586 1.627 -0.492  0.46
C -5.110 0.594 0.712  -0.18
O -6.481 1.180 -1.415  -0.56
C -0.999 1.833 2.486  -0.32
O -0.571 2.474 3.577  -0.68
O -1.744 0.557 2.574  -0.63
C 1.202 -0.407 -0.692  -0.84
N 2.594 -0.315 -1.274  -0.20
O 1.109 -0.808 0.704  0.06
C 1.354 -2.230 0.954  0.14
C 2.976 -2.645 0.931  0.24
C 3.904 -1.504 1.728  -0.68
C 3.253 -1.006 3.145  -0.32
C 3.273 -2.113 4.354  -0.41
S 2.659 -1.203 5.917  1.02
O 2.970 -2.014 7.228  -0.63
O 1.118 -0.880 5.808  -0.50
O 3.430 0.336 6.082  -0.50
C 0.400 -3.277 0.129  -0.87
C 1.159 -4.189 -1.000  0.62
C 0.080 -5.299 -1.535  -1.24
O 1.700 -3.283 -2.011  0.19
C 1.443 -3.707 -3.390  -0.72
C 2.241 -2.578 -4.335  0.48
C 1.446 -1.464 -5.269  -0.49
C 2.383 -0.367 -6.113  -0.09
C 4.025 -0.417 -5.976  -0.40
C 4.776 -1.549 -5.056  -0.42
C 3.907 -2.652 -4.208  -0.25
H 2.651 3.800 -1.618  0.01
H 2.522 4.088 -3.521  0.22
H 2.839 2.294 -2.809  0.19
H 0.277 3.390 -3.719  0.40
H 0.228 3.814 -1.809  -0.19
H -0.846 1.311 -2.528  0.24
H 0.930 0.778 -3.011  -0.19
H 1.481 1.840 -0.396  -0.10
H 0.294 3.001 1.015  -0.04
H -1.459 4.233 -0.135  0.05
H -2.496 2.677 -0.438  0.00
H -2.388 4.318 2.502  -0.42
H -3.571 2.861 2.006  -0.04
H -3.570 5.337 -0.011  0.34
H -4.398 5.565 1.720  0.31
H -6.295 4.571 0.103  0.26
H -5.756 3.242 1.371  -0.11
H -5.112 1.132 1.757  0.16
H -5.908 -0.288 0.764  0.18
H -4.076 0.085 0.456  0.17
H 0.547 -1.004 -1.455  -0.06
H 2.613 -0.420 -2.312  0.01
H 3.126 0.518 -0.939  0.30
H 1.060 -2.394 2.102  0.08
H 3.421 -2.694 -0.149  0.08
H 3.123 -3.641 1.539  -0.16
H 4.070 -0.604 0.977  0.10
H 4.963 -1.961 1.933  0.40
H 2.165 -0.583 3.078  0.23
H 3.931 -0.096 3.518  0.28
H 2.538 -2.994 4.099  0.24
H 4.383 -2.441 4.536  0.33
H 3.041 0.983 5.404  0.39
H -0.494 -2.667 -0.320  0.11
H -0.079 -4.043 0.908  0.35
H 2.085 -4.812 -0.575  -0.03
H -0.376 -5.826 -0.571  0.37
H 0.645 -6.115 -2.157  0.32
H -0.850 -4.831 -2.110  0.27
H 0.302 -3.602 -3.728  0.27
H 1.823 -4.789 -3.655  0.31
H 0.275 -1.412 -5.333  0.24
H 1.903 0.485 -6.792  0.10
H 4.706 0.368 -6.530  0.35
H 5.947 -1.572 -4.944  0.28
H 4.402 -3.469 -3.520  0.28
C 2.067 6.525 0.536  -0.51
N 1.274 5.969 -0.593  0.70
O 0.504 5.036 -0.338  -0.43
O 1.447 6.485 -1.703  -0.56
H 1.815 5.979 1.448  0.23
H 3.123 6.399 0.291  0.01
H 1.805 7.581 0.635  0.32
C -5.035 -2.883 3.446  -0.89
N -6.050 -2.996 2.365  0.93
O -6.351 -1.960 1.760  -0.58
O -6.516 -4.122 2.153  -0.57
H -4.713 -1.842 3.521  0.31
H -5.505 -3.209 4.376  0.33
H -4.195 -3.527 3.179  0.36
C -8.670 -0.329 -2.538  -0.64
N -9.686 -0.443 -3.620  0.86
O -9.987 0.593 -4.225  -0.52
O -10.152 -1.568 -3.831  -0.55
H -8.349 0.712 -2.463  0.36
H -9.141 -0.655 -1.609  0.27
H -7.830 -0.974 -2.806  0.24
C 1.850 3.655 -9.303  -0.73
N 1.392 2.513 -8.466  0.79
O 1.787 2.475 -7.295  -0.48
O 0.650 1.686 -9.009  -0.49
H 2.493 4.300 -8.700  0.32
H 2.402 3.243 -10.150  0.29
H 0.962 4.198 -9.633  0.28
C -8.336 1.963 3.061  -0.68
N -8.148 3.432 2.922  0.93
O -9.167 4.128 2.840  -0.54
O -6.983 3.846 2.899  -0.52
H -9.406 1.743 3.067  0.33
H -7.848 1.486 2.209  0.18
H -7.875 1.660 4.004  0.28
C 5.953 9.396 -0.099  -0.82
N 5.035 8.260 -0.382  0.88
O 5.550 7.183 -0.703  -0.51
O 3.823 8.482 -0.275  -0.48
H 6.983 9.060 -0.231  0.31
H 5.714 10.196 -0.803  0.32
H 5.779 9.711 0.933  0.30
C -0.536 5.668 4.310  -0.61
N -0.348 7.137 4.171  0.97
O -1.367 7.833 4.088  -0.55
O 0.817 7.551 4.148  -0.56
H -1.606 5.448 4.316  0.30
H -0.048 5.191 3.458  0.17
H -0.075 5.365 5.253  0.27
C 6.537 4.281 1.684  -0.78
N 5.654 5.450 1.944  0.81
O 6.203 6.531 2.185  -0.52
O 4.435 5.249 1.899  -0.41
H 7.579 4.601 1.755  0.30
H 6.314 3.524 2.439  0.30
H 6.314 3.916 0.679  0.30
C -2.147 -1.457 6.500  -0.61
N -3.065 -2.593 6.217  0.91
O -2.550 -3.670 5.896  -0.54
O -4.277 -2.371 6.324  -0.55
H -1.117 -1.793 6.368  0.22
H -2.386 -0.657 5.796  0.31
H -2.321 -1.142 7.532  0.26
C 6.296 -3.480 -8.754  -0.73
N 6.643 -2.154 -8.174  0.84
O 7.034 -2.135 -7.001  -0.49
O 6.513 -1.171 -8.913  -0.51
H 6.457 -4.250 -7.997  0.31
H 5.246 -3.445 -9.052  0.29
H 6.948 -3.644 -9.615  0.29
C 4.737 -7.494 1.798  -0.76
N 3.854 -6.325 2.059  0.88
O 4.403 -5.244 2.299  -0.55
O 2.635 -6.526 2.014  -0.50
H 5.779 -7.173 1.870  0.33
H 4.514 -8.250 2.554  0.27
H 4.514 -7.858 0.793  0.31
C -9.963 -5.022 2.908  -0.52
N -10.846 -3.853 3.168  0.85
O -10.297 -2.772 3.409  -0.50
O -12.065 -4.054 3.124  -0.52
H -8.921 -4.702 2.979  0.15
H -10.186 -5.779 3.664  0.28
H -10.186 -5.387 1.903  0.27
C 4.451 -12.246 1.139  -0.72
N 4.639 -10.776 0.999  0.80
O 3.620 -10.081 0.917  -0.46
O 5.804 -10.363 0.977  -0.49
H 3.381 -12.466 1.144  0.31
H 4.939 -12.723 0.286  0.28
H 4.912 -12.549 2.081  0.28